[1]
The following is a DFT calculation (wB97M-V/def2-TZVPD) of a single C2H8N2S molecule in a non-equilibrium geometry.

```
! wB97M-V def2-TZVPD RIJCOSX def2/J DEFGRID3
* xyz 0 1
H 1.816 -1.785 0.250
H -1.150 1.483 1.079
H -1.139 2.227 -0.475
N 0.441 -0.304 0.215
C 0.754 -1.735 0.020
H 0.500 -1.893 -1.054
H -2.458 1.149 -0.033
C -1.288 1.265 0.095
N -0.732 0.077 -0.388
H -0.666 0.061 -1.420
H 1.808 1.285 1.082
S 1.881 0.738 -0.047
H 0.232 -2.568 0.678
*
```

maximum force: 0.11425 Eh/bohr
energy relative to the best compared isomer or geometry (same formula, charge and spin): 53.9 kcal/mol
structure (SMILES): CNN(C)S

Löwdin population analysis, charges in e, atoms 1 to 6: 0.03, 0.04, 0.08, -0.58, -0.16, 0.07

[2]
The following is a DFT calculation (wB97M-V/def2-TZVPD) of a single C2H8N2S molecule in a non-equilibrium geometry.

```
! wB97M-V def2-TZVPD RIJCOSX def2/J DEFGRID3
* xyz 0 1
H -0.060 1.764 -0.917
H -2.494 -0.107 0.325
H 0.561 1.557 0.876
S 2.342 -0.713 0.011
H -2.394 -1.016 -1.129
H -0.081 -1.800 -0.010
N 0.990 0.033 -0.614
H -0.542 -0.594 1.037
C -0.496 -0.842 -0.058
H 1.508 2.125 -0.532
H 1.857 -0.899 1.394
N -1.969 -0.861 -0.167
C 0.776 1.353 -0.216
*
```

maximum force: 0.08327 Eh/bohr
energy relative to the best compared isomer or geometry (same formula, charge and spin): 66.4 kcal/mol
structure (SMILES): CN(S)CN

Löwdin population analysis, charges in e, atoms 1 to 6: 0.10, 0.08, 0.08, 0.69, 0.10, 0.04

[3]
The following is a DFT calculation (wB97M-V/def2-TZVPD) of 2 unconnected molecules or ions with the total composition C2H8N2S in a non-equilibrium geometry.

```
! wB97M-V def2-TZVPD RIJCOSX def2/J DEFGRID3
* xyz 0 1
C -1.751 -1.032 0.226
H 1.584 1.046 1.629
H -0.794 -0.626 -2.871
N -0.388 -0.594 0.158
H 1.791 -0.005 0.270
C 1.265 0.808 0.686
H 0.727 -0.240 -1.767
H -2.490 -0.256 0.018
S -0.183 0.434 -2.482
N -0.114 0.433 0.733
H -1.901 -1.788 -0.449
H -2.006 -1.499 1.193
H 1.241 1.870 0.214
*
```

maximum force: 0.06777 Eh/bohr
energy relative to the best compared isomer or geometry (same formula, charge and spin): 47.1 kcal/mol
structure (SMILES): C/N=N/C.S

Löwdin population analysis, charges in e, atoms 1 to 6: -0.13, 0.04, -0.25, -0.17, 0.06, -0.12

[4]
The following is a DFT calculation (wB97M-V/def2-TZVPD) of 2 unconnected molecules or ions with the total composition C2H8N2S.

```
! wB97M-V def2-TZVPD RIJCOSX def2/J DEFGRID3
* xyz 1 2
N 0.865 -1.159 -0.123
H 2.765 -0.667 0.612
N 1.452 0.834 0.930
C 1.720 -0.399 0.456
H 0.539 1.236 0.792
S -1.372 0.277 -1.814
H 1.343 -2.005 -0.415
H -0.148 -0.406 -1.464
C -2.201 0.219 -0.245
H 2.154 1.528 1.114
H -1.607 0.647 0.559
H -3.146 0.735 -0.384
H -2.365 -0.841 -0.018
*
```

maximum force: 0.01799 Eh/bohr
<S²>: 0.753
energy relative to the best compared isomer or geometry (same formula, charge and spin): 28.0 kcal/mol

Löwdin population analysis, charges in e, atoms 1 to 6: 0.02, 0.14, 0.12, -0.33, 0.08, 1.03

[5]
The following is a DFT calculation (wB97M-V/def2-TZVPD) of 2 unconnected molecules or ions with the total composition C2H8N2S2 in a non-equilibrium geometry.

```
! wB97M-V def2-TZVPD RIJCOSX def2/J DEFGRID3
* xyz -1 2
H -1.259 1.734 -0.793
H -2.753 -1.846 -0.547
S -1.111 -0.786 -1.869
C -1.707 -1.619 -0.330
N 1.614 1.563 1.000
H 1.819 2.386 0.480
H 2.433 0.579 -0.660
C 1.932 0.400 0.289
H -1.726 -1.039 0.587
H -1.072 -2.495 -0.235
N 1.692 -0.771 0.742
H 1.480 -0.676 1.731
S -2.006 1.035 -1.743
H 0.664 1.534 1.348
*
```

maximum force: 0.02378 Eh/bohr
<S²>: 0.751
energy relative to the best compared isomer or geometry (same formula, charge and spin): 22.8 kcal/mol

Löwdin population analysis, charges in e, atoms 1 to 6: -0.28, 0.00, 0.09, -0.52, 0.03, 0.02

[6]
The following is a DFT calculation (wB97M-V/def2-TZVPD) of 2 unconnected molecules or ions with the total composition C2H8N3 in a non-equilibrium geometry.

```
! wB97M-V def2-TZVPD RIJCOSX def2/J DEFGRID3
* xyz 1 1
H -1.713 1.321 -1.360
H 1.583 -0.577 0.980
C -1.331 1.002 -0.441
H 0.528 -3.014 0.031
H 0.268 1.709 0.963
N 1.288 -1.196 0.284
N 0.646 -2.192 0.714
H -0.018 -2.208 1.482
C -0.028 1.667 -0.083
H 0.178 0.044 -1.628
N -0.037 0.307 -0.612
H -1.769 0.505 0.394
H 0.405 2.633 -0.726
*
```

maximum force: 0.07062 Eh/bohr
energy relative to the best compared isomer or geometry (same formula, charge and spin): 132.0 kcal/mol

Löwdin population analysis, charges in e, atoms 1 to 6: 0.10, 0.09, -0.08, 0.19, 0.09, 0.15

[7]
The following is a DFT calculation (wB97M-V/def2-TZVPD) of 2 unconnected molecules or ions with the total composition C2H8N3 in a non-equilibrium geometry.

```
! wB97M-V def2-TZVPD RIJCOSX def2/J DEFGRID3
* xyz 1 1
H -0.324 0.502 3.326
N 0.265 0.029 -0.878
H 1.235 0.070 -0.637
H 1.136 0.069 1.504
C -0.765 0.012 2.517
H -0.631 -0.224 -3.403
H -0.819 -1.054 2.788
N -0.434 -0.080 0.208
H -1.879 0.278 2.509
N 0.075 0.101 1.352
H 0.519 1.043 -3.173
H 1.186 -0.710 -3.091
C 0.438 -0.037 -3.021
*
```

maximum force: 0.13335 Eh/bohr
energy relative to the best compared isomer or geometry (same formula, charge and spin): 146.1 kcal/mol

Löwdin population analysis, charges in e, atoms 1 to 6: 0.07, 0.05, 0.07, 0.20, -0.05, 0.11

[8]
The following is a DFT calculation (wB97M-V/def2-TZVPD) of a gas-phase ion, C2H8N3 (charge +1) in a non-equilibrium geometry.

```
! wB97M-V def2-TZVPD RIJCOSX def2/J DEFGRID3
* xyz 1 1
N -0.637 -0.325 -0.299
N 0.193 0.789 -0.099
H -2.342 -1.233 0.293
H 1.280 -1.269 -0.119
H -0.088 1.798 -0.226
H -1.853 0.146 1.311
H -0.853 -0.786 -1.259
C -1.970 -0.146 0.193
C 1.563 0.532 0.150
H -2.481 0.604 -0.303
N 2.046 -0.667 0.028
H 2.209 1.397 0.153
H 2.932 -0.838 0.177
*
```

maximum force: 0.12435 Eh/bohr
energy relative to the best compared isomer or geometry (same formula, charge and spin): 74.2 kcal/mol
structure (SMILES): CN/[NH+]=C\N

Löwdin population analysis, charges in e, atoms 1 to 6: -0.17, 0.01, 0.13, 0.11, 0.19, 0.12

> Which value of energy relative to the best compared isomer or geometry (same formula, charge and spin) does entry 3 give?

47.1 kcal/mol

> What is the maximum force in the second record?

0.08327 Eh/bohr

> energy relative to the best compared isomer or geometry (same formula, charge and spin) of number 4 (C2H8N2S)?

28.0 kcal/mol

> Which value of energy relative to the best compared isomer or geometry (same formula, charge and spin) does entry 2 give?

66.4 kcal/mol